Record 1
Molecular formula: C38H45As2BrF4IN4P2SeV
Method: DFT, ωB97M-V/def2-TZVPD

Structure (XYZ):
```
99
Properties=species:S:1:pos:R:3:mulliken_spin:R:1
V -0.421 -0.002 -0.496 2.054
C -2.427 -3.225 0.188 0.003
P -0.977 -2.451 -0.637 0.030
C -1.646 -2.543 -2.352 0.034
C 0.220 -3.876 -0.790 0.011
C 0.683 -4.315 0.595 0.004
P 0.397 -2.856 1.708 0.004
C 1.833 -1.811 1.240 -0.072
C 1.074 -3.492 3.299 -0.007
H -2.582 -4.225 -0.222 -0.001
H -3.304 -2.607 -0.019 -0.001
H -2.283 -3.280 1.268 0.000
H -1.985 -3.556 -2.591 0.000
H -0.876 -2.248 -3.069 -0.001
H -2.492 -1.856 -2.442 -0.007
H 1.065 -3.496 -1.385 0.001
H -0.243 -4.697 -1.348 0.001
H 1.720 -4.669 0.609 0.000
H 0.043 -5.119 0.974 0.000
H 2.722 -2.420 1.059 0.000
H 2.025 -1.111 2.057 -0.003
H 1.583 -1.243 0.334 0.052
H 2.074 -3.911 3.194 0.000
H 0.391 -4.250 3.676 0.001
H 1.092 -2.666 4.008 0.003
C 3.641 3.466 0.463 0.017
As 2.362 1.959 0.648 -0.016
C 2.678 1.646 2.575 0.013
C 3.592 0.642 -0.137 0.010
C 4.826 0.381 0.440 -0.005
C 5.655 -0.611 -0.051 -0.001
C 5.261 -1.349 -1.153 0.000
C 4.055 -1.064 -1.768 -0.004
C 3.219 -0.061 -1.287 0.007
As 1.476 0.255 -2.122 0.104
C 1.810 -0.509 -3.894 0.016
C 1.659 2.110 -2.694 0.019
H 4.567 3.253 0.996 0.000
H 3.216 4.385 0.864 -0.001
H 3.874 3.625 -0.590 0.001
H 3.652 1.210 2.793 0.002
H 1.900 1.002 2.980 -0.011
H 2.602 2.598 3.103 0.000
H 5.153 0.958 1.297 0.001
H 6.601 -0.813 0.430 0.000
H 5.894 -2.138 -1.530 0.000
H 3.757 -1.647 -2.633 -0.002
H 1.686 -1.593 -3.920 -0.003
H 2.822 -0.252 -4.221 0.000
H 1.096 -0.072 -4.592 -0.003
H 2.610 2.269 -3.213 -0.003
H 1.565 2.809 -1.859 -0.004
H 0.842 2.313 -3.389 0.000
Br 0.872 1.241 5.657 0.026
C -0.084 -0.409 5.839 0.098
C 0.178 -1.170 6.972 0.036
C -0.516 -2.352 7.156 -0.031
C -1.458 -2.762 6.227 0.035
C -1.694 -1.990 5.095 0.016
C -1.004 -0.817 4.915 0.672
I -1.261 0.078 2.032 0.021
H 0.915 -0.842 7.691 0.006
H -0.329 -2.947 8.039 -0.002
H -2.001 -3.684 6.386 0.003
H -2.416 -2.301 4.355 0.023
F -5.389 2.258 -3.288 -0.001
C -4.483 1.388 -3.774 -0.012
C -4.902 0.436 -4.672 0.012
F -6.205 0.423 -5.026 0.001
C -4.035 -0.542 -5.232 -0.011
C -2.711 -0.465 -4.742 -0.012
C -2.313 0.469 -3.817 -0.019
F -0.991 0.450 -3.443 0.011
C -3.157 1.456 -3.298 -0.012
C -2.683 2.546 -2.462 -0.151
C -1.696 2.423 -1.494 0.152
N -1.162 1.370 -1.006 0.007
C -3.206 3.821 -2.733 0.028
N -3.625 4.856 -3.012 -0.070
F -1.754 -1.311 -5.201 -0.001
C -4.443 -1.499 -6.184 -0.035
C -3.637 -2.571 -6.571 0.003
N -3.033 -3.494 -6.910 -0.011
C -5.692 -1.493 -6.809 0.004
N -6.689 -1.540 -7.386 -0.011
Se -1.022 4.156 -0.763 -0.024
C -1.179 3.951 3.524 0.002
C -0.943 4.604 2.163 -0.005
C 0.445 5.224 2.093 0.003
C -1.084 3.532 1.102 0.013
H -1.138 4.694 4.318 0.000
H -0.416 3.200 3.710 -0.001
H -2.146 3.456 3.559 0.000
H -1.699 5.380 1.998 0.000
H 1.189 4.429 2.195 -0.004
H 0.586 5.953 2.886 0.000
H 0.578 5.717 1.130 0.000
H -2.051 3.033 1.183 0.006
H -0.277 2.799 1.206 -0.004
```

The multiplicity is 4. For the total energy, the calculation gives -366396.499 eV. Its LUMO energy (spin up / spin down) is 1.2 / 0.9 eV. The calculation puts the energy above the lowest of the compared OMol25 structures with the same formula, charge and spin at 91.4 kcal per mole. The frontier orbital gap (spin up / spin down) is 5.3 / 5.1 eV. Its total charge is -1. For the HOMO energy (spin up / spin down), the calculation gives -0.1532 / -0.1529 hartree.

=====

Record 2
Molecular formula: C3H11NO2
Method: DFT, ωB97M-V/def2-TZVPD

Structure (XYZ):
```
17
Properties=species:S:1:pos:R:3:nbo_charge:R:1
C 0.989 -2.156 1.338 -0.444
C 0.824 -0.962 0.780 0.004
N -0.491 -0.463 0.391 -0.665
C -1.226 0.440 1.293 -0.425
H 0.130 -2.671 1.727 0.198
H 1.899 -2.602 1.543 0.206
H 1.531 -0.111 0.610 0.175
H -1.074 -1.242 0.121 0.364
H -2.272 0.477 1.129 0.207
H -1.255 0.189 2.350 0.183
H -0.827 1.462 1.085 0.198
O 1.652 2.078 -1.311 -0.970
H 1.520 1.451 -0.680 0.470
H 1.298 1.996 -2.208 0.500
O -0.848 0.688 -3.029 -0.961
H -0.357 0.186 -2.412 0.487
H -1.491 1.240 -2.725 0.475
```

The structure (SMILES) is C=CNC.O.O. For the total energy, the calculation gives -8872.475 eV. Its LUMO energy is 0.8 eV. The calculation puts the energy above the lowest of the compared OMol25 structures with the same formula, charge and spin at 46.5 kcal per mole. The frontier orbital gap is 10.1 eV. Its total charge is 0. For the HOMO energy, the calculation gives -0.3395 hartree.

=====

Record 3
Molecular formula: C48H52AsBrN2O6ScSi
Method: DFT, ωB97M-V/def2-TZVPD

Structure (XYZ):
```
112
Properties=species:S:1:pos:R:3:lowdin_charge:R:1
Sc -0.755 -0.342 -0.252 0.979
Br 0.613 1.665 7.289 0.657
C 0.244 1.454 5.430 -0.714
C -1.037 1.735 4.944 -0.140
C -1.319 1.569 3.610 0.003
C -0.345 1.098 2.688 -0.351
O -0.640 0.937 1.457 -0.162
C 0.962 0.855 3.212 -0.127
C 2.052 0.484 2.332 -0.080
N 1.872 0.236 1.099 0.102
C 2.906 -0.078 0.228 -0.215
C 4.103 -0.663 0.550 -0.030
C 5.085 -0.897 -0.442 -0.090
C 4.868 -0.539 -1.741 -0.053
C 3.619 0.020 -2.119 -0.154
C 3.305 0.382 -3.452 -0.017
C 2.061 0.844 -3.752 -0.034
C 1.096 0.910 -2.721 -0.101
N 1.357 0.611 -1.475 0.102
C 2.620 0.201 -1.149 -0.150
C 1.231 1.039 4.574 -0.106
H -1.805 2.079 5.626 0.099
H -2.308 1.774 3.219 0.115
H 3.060 0.477 2.777 0.125
H 4.300 -0.944 1.579 0.102
H 6.025 -1.355 -0.158 0.097
H 5.630 -0.691 -2.497 0.104
H 4.062 0.278 -4.222 0.112
H 1.787 1.122 -4.761 0.104
H 0.065 1.178 -2.929 0.086
H 2.232 0.849 4.945 0.101
C 1.951 -3.367 2.082 -0.187
As 0.909 -3.308 0.471 1.042
C 2.047 -4.305 -0.724 -0.212
C -0.666 -4.390 0.576 -0.171
O 0.724 -1.864 -0.337 -0.535
H 1.546 -4.174 2.691 0.045
H 1.836 -2.430 2.619 0.025
H 2.987 -3.563 1.818 0.031
H 2.307 -5.271 -0.292 0.034
H 2.949 -3.718 -0.901 0.029
H 1.524 -4.446 -1.670 0.039
H -0.474 -5.339 0.080 0.039
H -1.448 -3.835 0.053 0.024
H -0.948 -4.535 1.615 0.043
C -4.202 1.731 0.761 -0.087
C -4.398 1.971 -0.746 -0.586
C -5.445 3.082 -0.899 -0.095
C -4.897 0.672 -1.396 -0.086
Si -2.694 2.421 -1.448 0.478
O -1.578 1.302 -1.190 -0.370
C -2.781 2.827 -3.303 -0.181
C -1.569 3.123 -3.942 -0.099
C -1.507 3.450 -5.290 -0.097
C -2.672 3.502 -6.046 -0.112
C -3.890 3.231 -5.438 -0.100
C -3.939 2.899 -4.086 -0.092
C -2.159 4.045 -0.643 -0.200
C -2.720 5.287 -0.951 -0.105
C -2.316 6.446 -0.298 -0.107
C -1.329 6.384 0.680 -0.114
C -0.747 5.163 0.994 -0.088
C -1.157 4.005 0.338 -0.066
H -5.152 1.404 1.205 0.085
H -3.895 2.654 1.268 0.079
H -3.458 0.967 0.977 0.055
H -6.377 2.766 -0.411 0.079
H -5.687 3.316 -1.940 0.058
H -5.119 4.009 -0.418 0.067
H -5.869 0.389 -0.968 0.081
H -4.196 -0.149 -1.224 0.056
H -5.024 0.769 -2.479 0.068
H -0.652 3.123 -3.358 0.094
H -0.551 3.672 -5.750 0.093
H -2.631 3.754 -7.099 0.091
H -4.806 3.275 -6.016 0.094
H -4.905 2.680 -3.646 0.073
H -3.482 5.357 -1.725 0.100
H -2.771 7.398 -0.550 0.091
H -1.012 7.287 1.189 0.090
H 0.026 5.109 1.753 0.097
H -0.707 3.050 0.588 0.084
C -5.074 -3.249 -1.544 -0.049
C -3.846 -3.396 -2.455 -0.636
C -3.336 -4.840 -2.378 -0.068
C -4.241 -3.070 -3.902 -0.063
C -2.794 -2.464 -2.006 -0.170
C -1.958 -1.660 -1.618 -0.056
H -5.833 -3.995 -1.802 0.079
H -5.510 -2.254 -1.649 0.071
H -4.781 -3.372 -0.499 0.069
H -4.089 -5.533 -2.769 0.075
H -3.117 -5.114 -1.342 0.070
H -2.419 -4.953 -2.961 0.081
H -5.051 -3.728 -4.235 0.076
H -3.388 -3.198 -4.571 0.081
H -4.576 -2.035 -3.978 0.079
O -3.945 -3.462 2.006 0.056
C -3.656 -2.969 3.250 -0.257
C -4.431 -3.288 4.359 -0.034
C -4.085 -2.802 5.611 -0.101
C -2.953 -2.013 5.764 -0.087
C -2.177 -1.714 4.652 -0.009
C -2.527 -2.169 3.387 -0.052
C -1.664 -1.801 2.208 -0.580
O -2.192 -1.179 1.251 -0.048
O -0.456 -2.130 2.289 -0.078
H -4.826 -3.852 2.018 0.100
H -5.306 -3.919 4.236 0.107
H -4.699 -3.052 6.469 0.096
H -2.673 -1.632 6.739 0.098
H -1.285 -1.105 4.752 0.111
```

For the total energy, the calculation gives -225353.046 eV. Its LUMO energy is 2.0 eV. The calculation puts the energy above the lowest of the compared OMol25 structures with the same formula, charge and spin at 35.7 kcal per mole. The frontier orbital gap is 7.0 eV. Its total charge is -1. For the HOMO energy, the calculation gives -0.1818 hartree.

=====

Q: What is the total charge in the third record?
A: -1

=====

Q: Look up the energy above the lowest of the compared OMol25 structures with the same formula, charge and spin of the third one.
A: 35.7 kcal per mole